1.
Entry from the Open Molecules 2025 dataset: 15 unconnected molecules or ions with the total composition C5H41NO15 in a non-equilibrium geometry (the ωB97M-V functional and the def2-TZVPD basis).

The geometry in XYZ format:
```
62
Properties=species:S:1:pos:R:3:forces:R:3
C 0.721 -0.498 -0.256 -0.14 -1.70 -0.84
C 0.033 0.738 0.187 -0.20 2.81 0.94
C -0.202 0.918 1.703 0.56 -1.16 -0.03
O -1.176 1.001 -0.511 -0.41 -0.38 -0.65
C 2.163 -0.360 -0.730 -0.72 -0.16 -0.44
N 2.651 -1.597 -1.326 -0.10 0.16 1.12
C 4.064 -1.562 -1.586 0.71 -1.10 0.02
H 0.084 -0.919 -1.053 0.34 0.26 0.06
H 0.668 -1.276 0.513 0.12 0.04 0.19
H 0.619 1.677 -0.043 -0.10 -1.17 -0.12
H -1.070 1.577 1.721 0.58 0.54 0.77
H -0.431 0.007 2.266 -0.56 -0.39 -0.48
H 0.744 1.179 2.211 -0.60 0.92 -0.31
H -2.011 0.729 -0.072 0.88 -0.20 0.27
H 2.270 0.444 -1.494 -0.02 -0.19 1.17
H 2.731 -0.195 0.208 0.27 0.35 -0.66
H 2.038 -2.090 -1.949 0.16 0.32 -0.38
H 4.567 -2.095 -0.773 0.29 -0.46 -0.20
H 4.550 -0.595 -1.507 -0.56 0.63 -0.46
H 4.346 -2.013 -2.554 -0.12 0.14 0.42
H 3.868 1.428 1.574 0.09 -0.20 -0.19
H 3.875 2.936 1.695 -0.06 0.06 0.01
O 3.538 2.141 2.121 -0.07 0.11 0.11
H 0.845 5.060 -0.801 0.88 0.14 0.01
H -0.017 3.948 -0.671 0.71 -0.78 0.42
O 0.961 4.102 -0.743 -1.44 0.73 -0.14
H 2.142 2.838 -2.290 0.02 0.00 -0.53
H 2.420 2.660 -0.893 0.40 -0.12 -0.09
O 2.796 2.386 -1.748 -0.07 0.45 0.40
H -0.447 -3.432 2.859 -0.17 -0.11 -0.25
H -0.681 -2.764 4.152 -0.27 0.03 0.29
O -1.133 -3.354 3.540 0.66 0.06 -0.07
H 0.603 -4.803 1.713 0.09 -0.18 -0.22
H 0.744 -4.043 0.358 -0.09 0.00 0.29
O 0.145 -4.222 1.097 -0.04 0.02 -0.18
H -2.742 -1.364 1.629 -0.20 -0.57 0.29
H -2.467 -2.837 2.219 -0.47 0.93 0.06
O -3.155 -2.201 1.916 0.54 -0.66 -0.30
H -3.113 0.173 3.880 -0.13 -0.49 -0.01
H -2.606 1.521 3.436 0.05 0.17 0.12
O -3.392 0.964 3.415 0.10 0.65 0.28
H -1.730 1.647 -2.433 -0.33 0.21 0.56
H -0.884 2.667 -2.978 -0.35 0.27 0.03
O -1.779 2.602 -2.596 0.29 0.09 -0.63
H 2.769 -2.158 2.809 -0.07 0.20 0.25
H 2.405 -3.460 2.178 -0.28 0.28 0.53
O 2.179 -2.905 2.949 0.39 -0.35 -0.73
H -3.534 0.841 1.649 0.56 -0.89 0.00
H -4.099 0.197 0.414 0.25 -0.44 -0.18
O -3.280 0.208 0.930 -1.23 1.32 -0.27
H -1.554 -1.659 -2.921 -0.19 0.55 -0.26
H -0.114 -1.711 -2.923 0.44 0.10 -0.20
O -0.813 -1.327 -3.463 -0.11 -0.64 0.39
H -0.014 1.443 -4.734 0.08 0.21 0.04
H 0.084 0.326 -3.734 -0.17 0.79 0.32
O 0.221 1.301 -3.809 0.29 -0.94 -0.58
H -2.458 3.901 0.109 0.29 0.16 0.44
H -1.880 3.807 -1.241 0.41 -0.12 -0.01
O -1.682 4.221 -0.367 -1.02 -0.11 -0.53
H -1.882 -3.464 -1.419 0.11 -0.21 -0.23
H -2.369 -2.575 -0.333 0.05 0.45 0.01
O -1.894 -2.533 -1.183 -0.33 -0.41 0.39
```
Positions in Å, forces in eV/Å.

Computed properties:
- 2S+1: 1
- Electronic energy: -38052.404 eV
- Highest occupied orbital energy: -8.32 eV
- Energy relative to the best compared isomer or geometry (same formula, charge and spin): 3.6422 eV

natural (NBO) atomic charge list, values in e, 6 entries: atom 1 (C): -0.4434, atom 2 (C): 0.0974, atom 3 (C): -0.6448, atom 4 (O): -0.7931, atom 5 (C): -0.2278, atom 6 (N): -0.6773

***

2.
Entry from the Open Molecules 2025 dataset: 16 unconnected molecules or ions with the total composition C5H42O16 in a non-equilibrium geometry (the ωB97M-V functional and the def2-TZVPD basis).

The geometry in XYZ format:
```
63
Properties=species:S:1:pos:R:3:forces:R:3
C 0.683 -0.224 0.991 -0.54 -0.77 0.93
O -0.185 -1.251 0.498 -0.23 -0.08 -0.54
C 0.746 0.873 -0.048 0.19 0.30 -0.70
C 0.371 2.293 0.421 1.53 -0.78 -0.10
C 0.346 3.257 -0.786 0.26 -0.35 0.88
C 1.553 2.774 1.316 -1.24 0.42 0.33
H 1.626 -0.695 1.278 0.11 0.20 -0.55
H 0.275 0.108 1.956 -0.06 0.48 -0.18
H -0.356 -1.967 1.136 0.66 0.02 0.28
H 0.193 0.537 -0.927 -0.50 0.05 0.12
H 1.737 0.960 -0.510 0.22 -0.14 0.43
H -0.537 2.270 1.030 0.17 0.09 -0.34
H -0.618 3.405 -1.265 -0.03 -0.18 -0.09
H 0.744 4.212 -0.446 -0.27 0.23 -0.19
H 1.088 2.848 -1.469 -0.14 0.23 -0.50
H 2.429 3.110 0.761 -0.14 0.02 -0.27
H 1.912 2.068 2.066 -0.27 -0.18 0.04
H 1.083 3.620 1.828 0.74 0.19 0.30
H -3.485 0.035 2.939 0.14 0.29 -0.70
H -2.939 1.587 2.587 -0.47 -0.84 -0.36
O -3.025 0.836 3.197 0.52 0.75 1.14
H -4.796 0.935 -0.392 -0.16 0.05 -0.09
H -3.760 0.336 -1.303 -0.35 0.06 0.05
O -4.529 0.941 -1.318 0.30 -0.05 0.13
H -1.409 -0.689 4.745 0.07 0.10 -0.12
H 0.026 -0.175 4.874 -0.05 0.02 0.07
O -0.524 -0.948 5.039 0.03 -0.05 -0.09
H 3.626 1.611 -3.028 -0.20 -0.03 0.47
H 3.270 1.584 -1.535 0.04 0.04 -0.24
O 4.010 1.711 -2.139 0.26 0.01 -0.05
H -1.941 -1.067 -0.139 0.30 0.69 -0.21
H -1.716 0.137 -1.125 0.28 -0.18 0.18
O -2.279 -0.625 -0.938 -0.66 -0.35 -0.06
H 2.160 0.078 -4.342 0.19 0.25 0.09
H 1.160 0.910 -3.663 0.00 0.45 0.03
O 2.056 0.987 -4.021 -0.31 -0.37 -0.23
H -2.509 -2.370 -3.496 0.01 -0.01 0.29
H -1.552 -1.900 -2.317 -0.69 0.05 -0.05
O -1.731 -1.853 -3.272 0.35 -0.28 -0.44
H 1.902 -3.067 0.022 0.55 -0.36 0.19
H 2.168 -4.491 0.654 0.24 0.15 -0.29
O 1.986 -3.570 0.865 -0.32 0.05 -0.01
H 3.214 -0.689 2.090 -0.07 -0.25 -0.26
H 3.157 -2.268 2.242 -0.15 0.34 -0.45
O 3.512 -1.444 2.598 0.42 -0.19 0.74
H 1.027 -2.177 -4.429 0.00 -0.08 0.12
H 0.035 -1.290 -3.684 0.30 -0.27 -0.08
O 0.976 -1.540 -3.707 -0.17 -0.05 -0.13
H -3.033 3.212 0.817 0.05 -0.02 0.01
H -2.668 3.775 2.195 0.03 -0.02 -0.07
O -2.447 3.072 1.572 -0.38 0.28 0.09
H -2.001 1.414 -3.398 0.02 -0.01 -0.06
H -1.687 -0.118 -3.422 -0.02 0.55 0.05
O -1.290 0.773 -3.295 0.04 -0.20 0.07
H -2.364 -2.488 3.516 0.22 -0.14 -0.21
H -1.593 -1.599 2.530 0.13 -0.12 0.16
O -2.446 -1.720 2.945 -0.88 -0.03 0.13
H 0.231 -3.804 1.636 0.18 0.38 0.39
H 0.393 -2.932 2.895 -0.13 -0.23 -0.11
O -0.277 -3.278 2.282 -0.01 -0.22 0.18
H 1.913 -2.016 -2.069 0.53 0.72 -0.49
H 3.424 -1.714 -1.506 -0.34 0.50 -0.42
O 2.665 -2.297 -1.532 -0.32 -1.14 0.83
```
Positions in Å, forces in eV/Å.

Computed properties:
- 2S+1: 1
- Electronic energy: -38627.355 eV
- Highest occupied orbital energy: -10.61 eV
- Energy relative to the best compared isomer or geometry (same formula, charge and spin): 2.2232 eV

natural (NBO) atomic charge list, values in e, 6 entries: atom 1 (C): -0.0707, atom 2 (O): -0.8062, atom 3 (C): -0.4199, atom 4 (C): -0.2313, atom 5 (C): -0.6048, atom 6 (C): -0.6148

***

3.
Entry from the Open Molecules 2025 dataset: a molecular structure, C5H4BrCl2N in a non-equilibrium geometry (the ωB97M-V functional and the def2-TZVPD basis).

The geometry in XYZ format:
```
13
Properties=species:S:1:pos:R:3:forces:R:3
C -0.490 -0.925 -0.765 1.20 0.21 1.70
C 0.191 -0.109 1.650 0.93 -2.61 1.85
C -0.643 0.358 -1.179 -2.46 -2.90 -1.89
C 0.352 -1.158 0.490 -1.55 -1.98 0.40
C 0.145 1.380 -0.769 2.03 3.79 2.74
N -0.115 1.049 1.637 -0.13 2.46 -2.39
Cl -2.083 0.593 -2.292 1.31 0.31 0.79
Cl -0.279 3.065 -0.829 -0.77 -0.57 -0.33
Br 2.113 1.437 -0.827 -0.96 -1.00 0.04
H -1.035 -1.771 -1.206 0.06 0.67 0.43
H 0.423 -0.523 2.744 -0.51 0.25 -2.09
H 0.003 -2.126 1.018 0.63 1.15 -1.18
H 1.418 -1.269 0.328 0.22 0.22 -0.06
```
Positions in Å, forces in eV/Å.

Computed properties:
- 2S+1: 1
- Electronic energy: -101822.701 eV
- Highest occupied orbital energy (spin up / spin down): -8.41 / -8.41 eV
- Energy relative to the best compared isomer or geometry (same formula, charge and spin): 2.7622 eV

natural (NBO) atomic charge list, values in e, 6 entries: atom 1 (C): -0.1348, atom 2 (C): 0.0132, atom 3 (C): -0.1584, atom 4 (C): -0.5112, atom 5 (C): -0.0773, atom 6 (N): -0.2475

***

4.
Entry from the Open Molecules 2025 dataset: C5H4BrClO2 in the gas phase in a non-equilibrium geometry (the ωB97M-V functional and the def2-TZVPD basis).

The geometry in XYZ format:
```
13
Properties=species:S:1:pos:R:3:forces:R:3
O -1.056 2.734 -1.475 2.33 -3.59 3.41
C -0.593 1.825 -0.714 -1.81 2.20 -4.91
C 0.053 0.496 -1.109 0.02 -0.10 -0.16
C 0.017 -0.282 -0.017 1.42 0.56 -2.13
C 0.533 -1.686 0.031 -1.27 -0.50 2.44
Cl 1.447 -2.234 -1.329 0.70 0.01 -0.77
C -0.448 0.541 1.117 -0.89 -0.56 0.49
Br 0.992 0.819 2.406 -0.43 -0.25 0.03
O -0.833 1.786 0.601 0.06 0.24 0.32
H 0.468 0.117 -2.096 -0.89 1.14 1.30
H -0.333 -2.392 0.073 0.55 0.58 0.29
H 1.117 -1.808 0.988 -0.43 -0.04 -1.07
H -1.365 0.083 1.524 0.65 0.32 0.75
```
Positions in Å, forces in eV/Å.

Computed properties:
- SMILES: O=C1C=C(CCl)[C@@H](Br)O1
- 2S+1: 1
- Electronic energy: -91908.922 eV
- Highest occupied orbital energy: -10.58 eV
- Energy relative to the best compared isomer or geometry (same formula, charge and spin): 0.4364 eV

natural (NBO) atomic charge list, values in e, 6 entries: atom 1 (O): -0.5568, atom 2 (C): 0.7450, atom 3 (C): -0.2874, atom 4 (C): -0.0332, atom 5 (C): -0.4471, atom 6 (Cl): 0.0053

***

5.
Entry from the Open Molecules 2025 dataset: 2 unconnected molecules or ions with the total composition C5H4BrNOS in a non-equilibrium geometry (the ωB97M-V functional and the def2-TZVPD basis).

The geometry in XYZ format:
```
13
Properties=species:S:1:pos:R:3:forces:R:3
O -1.752 -1.590 0.725 -0.23 0.19 -0.18
C -2.506 -1.034 0.040 0.65 -0.70 0.88
C -3.410 -0.458 -0.681 -1.94 0.85 0.22
Br -5.104 0.033 0.191 1.19 -0.40 -0.49
H -3.335 -0.176 -1.704 0.25 0.04 -0.32
C 1.068 0.483 0.090 -0.19 2.54 -0.51
C 2.073 -0.137 0.729 1.36 -1.23 2.10
S 2.023 -1.829 0.210 0.66 0.88 0.39
C 0.790 -1.448 -0.912 0.74 0.38 1.10
N 0.392 -0.222 -0.857 -0.69 -0.07 -0.57
H 0.823 1.580 0.163 0.32 -1.40 0.15
H 2.779 0.208 1.605 -1.69 -0.73 -2.17
H 0.407 -2.224 -1.525 -0.44 -0.35 -0.61
```
Positions in Å, forces in eV/Å.

Computed properties:
- SMILES: O=C=CBr.c1cscn1
- 2S+1: 1
- Electronic energy: -89663.073 eV
- Highest occupied orbital energy: -9.08 eV
- Energy relative to the best compared isomer or geometry (same formula, charge and spin): 0.5438 eV

natural (NBO) atomic charge list, values in e, 6 entries: atom 1 (O): -0.4311, atom 2 (C): 0.6974, atom 3 (C): -0.5989, atom 4 (Br): 0.0592, atom 5 (H): 0.2703, atom 6 (C): -0.0697

***

6.
Entry from the Open Molecules 2025 dataset: C5H4Cl2O in the gas phase in a non-equilibrium geometry (the ωB97M-V functional and the def2-TZVPD basis).

The geometry in XYZ format:
```
12
Properties=species:S:1:pos:R:3:forces:R:3
O -2.097 1.224 2.022 0.24 0.08 0.09
C -1.360 1.626 1.167 -0.84 0.26 -0.22
C 0.120 1.487 1.214 0.95 -4.49 -2.26
Cl 1.023 2.693 0.359 -0.03 0.23 0.07
C 0.244 -0.090 0.216 -0.31 4.15 2.59
C 0.317 -0.998 -0.558 0.06 -0.09 0.14
C 0.518 -2.111 -1.449 0.09 -0.14 -0.34
Cl 2.147 -1.984 -2.213 -0.14 -0.14 -0.02
H -1.729 2.092 0.236 -0.01 0.02 0.04
H 0.553 1.210 2.171 -0.12 0.19 -0.04
H -0.219 -2.091 -2.255 0.15 -0.18 0.13
H 0.484 -3.059 -0.910 -0.04 0.10 -0.17
```
Positions in Å, forces in eV/Å.

Computed properties:
- SMILES: O=C[C@H](Cl)C#CCCl
- 2S+1: 1
- Electronic energy: -32338.457 eV
- Highest occupied orbital energy: -10.53 eV
- Energy relative to the best compared isomer or geometry (same formula, charge and spin): 2.5462 eV

natural (NBO) atomic charge list, values in e, 6 entries: atom 1 (O): -0.4793, atom 2 (C): 0.3959, atom 3 (C): -0.2606, atom 4 (Cl): 0.0462, atom 5 (C): -0.0126, atom 6 (C): -0.0824